(1)
Molecular formula: AgClH10O5
Method: DFT, ωB97M-V/def2-TZVPD

Structure (XYZ):
```
17
Properties=species:S:1:pos:R:3:lowdin_charge:R:1
Ag -1.526 0.298 0.908 0.746
Cl -2.600 1.418 -0.643 0.214
O -1.128 -2.337 -0.466 -0.006
H -1.007 -1.690 -1.117 -0.095
H -0.322 -2.463 0.009 0.013
O 0.216 2.403 1.891 -0.054
H -0.579 2.746 2.378 0.080
H -0.025 2.546 1.001 -0.027
O -0.619 -0.587 -2.156 -0.077
H 0.057 0.027 -2.419 0.050
H -1.387 -0.288 -2.684 0.082
O 1.326 0.379 -0.696 -0.040
H 1.859 -0.298 -0.986 0.022
H 1.958 1.110 -0.485 0.109
O 1.162 -1.472 1.729 -0.046
H 1.215 -0.732 1.146 -0.049
H 1.401 -1.058 2.590 0.078
```

Calculated values
E_tot, hartree: -989.0023
Gap between HOMO and LUMO (alpha / beta), eV: 9.996 / 5.551
E_HOMO (alpha / beta), eV: -15.1248 / -14.8454
E_LUMO (alpha / beta), eV: -5.129 / -9.295
Relative energy (zero: lowest compared OMol25 entry of this formula, charge and spin), eV: 2.238
Spin multiplicity: 2
Net charge: +1

---

(2)
Molecular formula: AgH18O9
Method: DFT, ωB97M-V/def2-TZVPD

Structure (XYZ):
```
28
Properties=species:S:1:pos:R:3:lowdin_charge:R:1
Ag 0.033 -0.200 0.299 0.760
O 0.469 -1.275 -1.751 -0.064
H 1.272 -1.469 -2.241 0.078
H -0.240 -1.853 -1.970 0.026
O -0.144 1.842 -1.216 -0.037
H 0.574 2.418 -1.391 0.040
H -0.350 1.542 -2.089 0.033
O 1.212 1.997 1.224 -0.069
H 1.951 2.609 1.347 0.095
H 0.445 2.561 1.359 0.079
O 2.181 -1.073 1.576 -0.060
H 2.232 -1.321 2.519 0.071
H 2.196 -1.922 1.163 0.041
O -1.016 -2.294 0.471 -0.067
H -1.744 -2.223 1.093 0.056
H -1.470 -2.518 -0.357 0.061
O -0.287 0.024 2.607 -0.085
H -0.306 -0.831 3.053 0.061
H 0.571 0.411 2.832 0.035
O -2.328 -0.337 -2.432 -0.032
H -1.988 -0.214 -1.568 -0.068
H -1.728 0.232 -2.931 0.039
O 2.506 0.520 -0.755 -0.087
H 2.102 1.078 -0.028 -0.007
H 2.191 0.905 -1.572 0.019
O -2.438 0.333 0.214 -0.088
H -3.238 -0.187 0.496 0.109
H -2.660 1.246 0.046 0.063
```

Calculated values
E_tot, hartree: -834.6807
Gap between HOMO and LUMO, eV: 9.524
E_HOMO, eV: -12.7777
E_LUMO, eV: -3.254
Relative energy (zero: lowest compared OMol25 entry of this formula, charge and spin), eV: 0.319
Spin multiplicity: 1
Net charge: +1

---

(3)
Molecular formula: AlBH28O12
Method: DFT, ωB97M-V/def2-TZVPD

Structure (XYZ):
```
42
Properties=species:S:1:pos:R:3:lowdin_charge:R:1
Al 1.899 -1.744 1.976 1.450
B -0.132 -0.607 -0.241 -0.383
H -0.303 -1.655 -0.046 -0.005
H -0.007 -0.163 0.734 -0.003
H 0.796 -0.552 -0.789 0.022
H -0.877 -0.085 -0.822 0.027
O 3.210 1.864 -1.491 0.063
H 3.258 2.673 -2.000 0.106
H 2.295 1.807 -1.217 0.029
O -0.849 -3.041 2.233 -0.031
H -1.461 -2.455 2.678 0.064
H -1.381 -3.491 1.577 0.062
O 0.051 0.296 3.424 0.035
H -0.398 1.114 3.208 0.031
H 0.027 0.256 4.380 0.104
O 1.259 -3.521 -0.490 -0.001
H 1.796 -3.873 -1.199 0.089
H 0.430 -3.288 -0.910 0.037
O -1.729 2.197 2.112 0.310
H -1.058 2.430 1.470 0.076
H -2.383 1.712 1.610 0.072
O 0.089 2.214 -0.256 -0.020
H -0.090 1.277 -0.174 -0.054
H -0.395 2.485 -1.036 0.056
O -2.266 -2.045 -1.326 0.032
H -1.573 -1.411 -1.143 -0.063
H -2.160 -2.718 -0.654 0.055
O 2.189 1.329 1.635 -0.030
H 2.880 1.898 1.974 0.094
H 1.438 1.909 1.513 0.028
O -3.143 0.738 0.180 -0.007
H -2.450 0.102 -0.001 0.003
H -3.921 0.369 -0.239 0.102
O 3.332 -0.598 -0.386 0.011
H 3.971 -1.058 -0.930 0.101
H 3.499 0.330 -0.553 0.014
O -2.389 2.837 -2.014 0.161
H -2.655 2.241 -1.314 0.034
H -2.876 2.538 -2.782 0.111
O 0.843 -0.557 -3.186 0.137
H 1.047 -0.506 -2.253 -0.007
H 0.187 -1.251 -3.251 0.088
```

Calculated values
E_tot, hartree: -1185.3463
Gap between HOMO and LUMO (alpha / beta), eV: 2.976 / 2.921
E_HOMO (alpha / beta), eV: -19.6646 / -19.8489
E_LUMO (alpha / beta), eV: -16.688 / -16.928
Spin multiplicity: 2
Net charge: +3

---

(4)
Molecular formula: AlH4O2
Method: DFT, ωB97M-V/def2-TZVPD

Structure (XYZ):
```
7
Properties=species:S:1:pos:R:3:lowdin_charge:R:1
Al -1.827 0.351 -1.603 1.908
O 1.071 0.418 -1.022 0.235
H 1.763 -0.080 -1.457 0.156
H 1.534 0.966 -0.387 0.149
O -0.952 -0.564 1.114 0.250
H -1.128 0.130 1.749 0.145
H -0.461 -1.222 1.607 0.157
```

Calculated values
E_tot, hartree: -393.6163
Gap between HOMO and LUMO, eV: 4.794
E_HOMO, eV: -28.1706
E_LUMO, eV: -23.377
Relative energy (zero: lowest compared OMol25 entry of this formula, charge and spin), eV: 3.455
Spin multiplicity: 1
Net charge: +3

---

(5)
Molecular formula: ArH22HeO11
Method: DFT, ωB97M-V/def2-TZVPD

Structure (XYZ):
```
35
Properties=species:S:1:pos:R:3:lowdin_charge:R:1
He 0.563 0.281 0.254 0.100
Ar 0.730 2.832 1.612 0.150
O -2.155 2.899 -1.019 -0.054
H -2.933 2.601 -1.491 0.045
H -2.323 2.663 -0.107 -0.006
O -2.292 2.511 1.851 -0.087
H -2.129 3.211 2.483 0.039
H -1.962 1.720 2.278 -0.011
O -1.649 -0.256 2.956 -0.030
H -2.314 -0.312 3.642 0.077
H -0.824 -0.434 3.406 0.074
O 2.686 0.763 -2.745 -0.048
H 1.960 1.292 -2.415 -0.021
H 3.338 1.402 -3.031 0.045
O -2.746 -0.792 -1.600 -0.055
H -2.051 -1.442 -1.496 -0.022
H -2.502 -0.304 -2.387 0.024
O -2.310 -2.498 1.611 -0.071
H -2.020 -1.701 2.055 -0.040
H -1.782 -2.534 0.813 -0.035
O 3.734 1.461 0.708 -0.067
H 3.056 1.860 0.163 -0.021
H 3.578 1.814 1.583 0.011
O -1.133 -2.996 -0.753 -0.034
H -0.325 -3.013 -1.267 0.062
H -1.445 -3.900 -0.767 0.084
O 0.592 2.537 -1.937 -0.072
H -0.308 2.862 -1.926 0.010
H 1.079 3.159 -1.397 0.023
O 1.623 -3.712 1.111 -0.057
H 1.533 -2.864 0.677 -0.007
H 2.542 -3.949 0.985 0.031
O 2.936 -1.811 -0.963 -0.054
H 2.360 -2.383 -1.471 0.024
H 2.894 -0.967 -1.414 -0.007
```

Calculated values
E_tot, hartree: -1371.2350
Gap between HOMO and LUMO, eV: 10.204
E_HOMO, eV: -10.0907
E_LUMO, eV: 0.113
Relative energy (zero: lowest compared OMol25 entry of this formula, charge and spin), eV: 0.000
Spin multiplicity: 1
Net charge: 0

---

(6)
Molecular formula: ArH22O11
Method: DFT, ωB97M-V/def2-TZVPD

Structure (XYZ):
```
34
Properties=species:S:1:pos:R:3:lowdin_charge:R:1
Ar -0.336 0.637 -0.071 0.277
O -2.084 -1.420 1.849 -0.090
H -2.150 -1.415 0.894 -0.053
H -1.144 -1.472 2.024 -0.042
O 0.488 -3.602 -0.851 -0.041
H -0.026 -4.403 -0.951 0.044
H -0.073 -3.019 -0.340 -0.008
O 1.301 3.291 0.610 -0.092
H 0.502 2.900 0.962 -0.055
H 1.974 2.624 0.744 -0.038
O 3.034 0.530 -1.945 -0.071
H 2.958 0.781 -1.025 -0.029
H 2.130 0.413 -2.238 -0.032
O -0.617 2.188 2.744 -0.086
H -0.942 1.396 3.171 0.033
H -1.371 2.528 2.262 -0.041
O 0.632 0.987 -3.245 -0.059
H 0.395 1.886 -3.018 0.049
H -0.202 0.563 -3.449 0.038
O -1.206 -2.699 -3.324 -0.064
H -0.307 -2.584 -3.633 0.035
H -1.166 -2.490 -2.390 -0.040
O -1.933 -2.219 -0.699 -0.071
H -2.570 -1.601 -1.058 0.082
H -2.452 -2.987 -0.459 0.092
O 0.646 -1.601 2.238 -0.047
H 1.021 -2.340 1.759 0.050
H 1.394 -1.193 2.674 0.054
O -2.737 3.088 1.377 -0.030
H -3.292 3.793 1.710 0.064
H -2.734 3.213 0.428 0.058
O 3.365 1.450 0.792 -0.029
H 3.250 0.972 1.614 0.065
H 4.252 1.807 0.845 0.078
```

Calculated values
E_tot, hartree: -1368.3257
Gap between HOMO and LUMO, eV: 10.087
E_HOMO, eV: -10.1937
E_LUMO, eV: -0.107
Relative energy (zero: lowest compared OMol25 entry of this formula, charge and spin), eV: 1.287
Spin multiplicity: 1
Net charge: 0

---

(7)
Molecular formula: ArH24O12
Method: DFT, ωB97M-V/def2-TZVPD

Structure (XYZ):
```
37
Properties=species:S:1:pos:R:3:lowdin_charge:R:1
Ar 19.155 11.560 14.346 0.269
O 17.242 14.851 13.967 -0.048
H 17.451 15.754 13.730 0.052
H 17.594 14.326 13.248 -0.012
O 19.067 9.296 11.675 -0.064
H 18.758 8.528 11.194 0.050
H 18.283 9.648 12.096 -0.018
O 18.945 15.006 16.205 -0.056
H 18.278 14.732 15.575 -0.013
H 18.457 15.470 16.885 0.047
O 20.396 8.641 14.154 -0.093
H 21.294 8.833 13.885 -0.013
H 19.858 8.920 13.413 -0.038
O 16.481 9.906 15.924 -0.052
H 15.595 9.552 15.999 0.065
H 16.511 10.616 16.566 0.012
O 22.647 9.985 13.352 -0.033
H 22.477 10.812 12.901 0.051
H 23.496 9.697 13.015 0.052
O 18.708 8.063 16.602 -0.073
H 19.582 8.164 16.225 0.001
H 18.163 8.680 16.114 -0.030
O 21.278 11.255 17.063 -0.068
H 20.434 11.613 17.339 0.014
H 21.502 11.750 16.275 -0.022
O 16.521 9.718 13.043 -0.056
H 16.135 8.843 13.092 0.051
H 16.742 9.933 13.949 -0.022
O 21.530 13.767 15.507 -0.074
H 21.894 13.896 16.383 0.042
H 20.626 14.074 15.575 -0.023
O 18.169 13.322 11.676 -0.054
H 19.120 13.360 11.569 0.048
H 17.832 13.970 11.058 0.051
O 16.174 12.527 17.264 -0.034
H 17.084 12.708 17.498 0.039
H 15.789 12.162 18.061 0.049
```

Calculated values
E_tot, hartree: -1444.7916
Gap between HOMO and LUMO, eV: 9.970
E_HOMO, eV: -9.9013
E_LUMO, eV: 0.069
Relative energy (zero: lowest compared OMol25 entry of this formula, charge and spin), eV: 1.068
Spin multiplicity: 1
Net charge: 0

---

(8)
Molecular formula: ArH24O12
Method: DFT, ωB97M-V/def2-TZVPD

Structure (XYZ):
```
37
Properties=species:S:1:pos:R:3:lowdin_charge:R:1
Ar -13.743 -5.306 1.581 0.341
O -15.916 -5.213 -0.709 -0.078
H -15.433 -4.387 -0.712 -0.032
H -16.526 -5.136 -1.443 0.075
O -14.246 -3.038 4.794 -0.067
H -13.511 -3.643 4.889 -0.030
H -14.873 -3.506 4.242 0.004
O -10.678 -4.546 -0.640 -0.052
H -11.496 -5.028 -0.761 -0.041
H -10.939 -3.625 -0.650 0.017
O -14.750 -2.801 -0.617 -0.029
H -14.894 -2.260 -1.394 0.070
H -13.840 -2.631 -0.373 0.058
O -10.498 -7.302 2.666 -0.047
H -9.758 -7.772 3.051 0.054
H -11.248 -7.554 3.204 -0.015
O -17.174 -6.043 1.797 -0.060
H -16.781 -5.770 0.969 -0.019
H -17.054 -5.293 2.379 0.043
O -15.653 -7.581 3.944 -0.036
H -15.963 -7.230 3.109 0.006
H -16.315 -7.309 4.579 0.061
O -12.238 -4.943 4.608 -0.052
H -12.600 -5.502 5.296 0.051
H -12.293 -5.473 3.814 -0.023
O -12.937 -6.060 -1.221 -0.076
H -12.827 -5.989 -2.169 0.087
H -13.778 -5.638 -1.045 -0.009
O -11.765 -7.982 0.281 -0.073
H -11.509 -7.584 1.113 -0.036
H -12.168 -7.268 -0.213 -0.050
O -12.972 -7.983 3.898 -0.050
H -13.873 -7.661 3.894 -0.019
H -12.938 -8.594 4.634 0.059
O -15.986 -8.251 0.144 -0.041
H -15.756 -7.471 -0.362 -0.008
H -16.809 -8.021 0.577 0.014
```

Calculated values
E_tot, hartree: -1444.7839
Gap between HOMO and LUMO, eV: 9.116
E_HOMO, eV: -9.6719
E_LUMO, eV: -0.556
Relative energy (zero: lowest compared OMol25 entry of this formula, charge and spin), eV: 1.276
Spin multiplicity: 1
Net charge: 0